The following is a quantum chemistry calculation of a molecular structure, C16H15FN2O2S at a distorted geometry, from the Open Molecules 2025 dataset.

The geometry in XYZ format:
```
37
Properties=species:S:1:pos:R:3:forces:R:3:nbo_charge:R:1
O 0.6223 1.9020 2.3579 -2.7341 1.2678 -4.2679 -0.67
C -0.0197 2.2311 1.2556 7.3569 0.2881 4.8872 0.65
N 0.5675 2.9775 0.2916 -1.1594 2.6120 -2.2570 -0.63
H -0.0200 3.2767 -0.5135 0.0763 -0.9431 1.1489 0.41
C 1.8803 3.5604 0.1211 2.5342 -6.2516 6.3865 -0.18
H 2.1012 4.5619 0.0345 -0.5919 2.3051 -1.0029 0.21
H 2.3472 3.4041 1.4601 -1.0407 0.3122 -4.0215 0.19
C 2.7520 2.5143 -0.8312 -7.9402 -2.0579 6.0564 -0.39
C 2.5782 1.1111 -0.3814 -5.5190 -0.8755 -3.6053 -0.30
C 1.5342 0.1776 -0.7800 9.3202 -2.0268 7.0602 -0.24
C 1.8252 -1.1521 -0.0412 -7.8827 2.4817 -7.5903 -0.27
C 2.7425 -1.0484 0.8247 2.6243 -3.2649 5.4682 -0.48
S 3.3106 0.5250 0.8767 4.8612 -0.6313 4.6369 0.59
H 2.8853 -1.9605 1.5951 0.4041 2.7637 -1.6630 0.26
H 1.0157 -1.8538 -0.4233 1.7588 -0.1365 1.3604 0.24
H 0.9031 0.4295 -1.4243 -5.4471 1.3818 -5.6028 0.19
H 3.6081 2.8063 -0.7104 9.5322 3.1950 0.2031 0.20
H 2.2447 2.6795 -1.6279 -2.1875 0.7462 -6.1079 0.21
C -1.3538 1.7985 0.9489 1.1024 6.6797 12.5557 0.04
H -2.0074 2.5696 1.7189 1.3783 -1.8428 -1.3289 0.18
C -1.5439 0.5023 1.2732 1.8471 -7.1538 11.0070 -0.52
C -1.6116 -0.0914 0.1227 -0.4048 -4.0614 -15.3869 0.25
N -1.7132 0.7588 -0.8769 0.2823 -0.0850 1.3421 -0.11
O -1.6504 2.0506 -0.1759 -4.6323 1.7178 -13.3868 -0.40
C -1.6119 -1.5577 -0.6213 -1.1598 4.0059 18.4731 0.00
C -1.7830 -2.0234 -1.7444 0.9276 11.9330 -5.0561 0.30
C -1.9254 -3.1825 -2.0320 0.4330 -18.7238 -2.4312 -0.25
C -1.7419 -4.3558 -1.0454 -1.9278 10.8379 2.1416 -0.14
C -1.8811 -3.7487 0.4412 0.7252 0.7146 -11.3149 -0.15
C -1.9146 -2.4756 0.6758 1.6167 1.7259 -8.8822 -0.19
H -1.7873 -2.2177 1.5977 0.3057 2.5982 5.3240 0.20
H -1.9101 -4.4714 0.9960 -0.4011 -7.2717 7.0704 0.17
H -1.8620 -5.3347 -1.2321 -0.1638 -3.2008 -0.9155 0.20
H -1.8232 -3.4896 -3.0783 -0.5321 0.2278 0.1920 0.25
F -1.6955 -1.0060 -2.7137 -0.2279 -1.5271 -0.5452 -0.34
H -0.5965 -0.1283 1.8980 -2.6093 2.3699 -1.1265 0.29
H -2.4653 0.2608 1.7636 -0.5251 -0.1104 1.1795 0.26
```
Forces are in eV/Å.

Computed properties:
HOMO: -8.24 eV
Kohn-Sham gap: 7.7235 eV
DFT total energy: -1376.097204 hartree
LUMO: -0.51 eV
molar mass: 318.373 g mol⁻¹
ΔE to the lowest compared entry with this formula, charge and spin: 433.1 kcal per mole